{
  "formula": "C15H24F6N2O3PRhS3Sb",
  "method": "ωB97M-V with the def2-TZVPD basis set",
  "species": ["C", "S", "O", "H", "O", "H", "Rh", "O", "H", "C", "C", "F", "H", "H", "C", "C", "C", "H", "H", "C", "C", "N", "H", "H", "H", "H", "H", "S", "C", "H", "F", "S", "H", "H", "C", "F", "C", "F", "C", "F", "H", "H", "H", "H", "H", "Sb", "H", "F", "H", "C", "H", "C", "P", "N", "H", "C"],
  "xyz": [[-2.93549, -3.66644, 0.22587], [3.43261, 0.29566, -1.18883], [-3.19939, 1.08666, -3.38313], [4.52851, -4.21594, 1.15067], [4.31671, 1.56626, 1.43537], [6.16671, 0.73806, 3.21257], [1.10481, 0.22266, -0.72863], [4.21951, -0.90854, 1.43367], [-3.37899, 2.06866, 2.19637], [5.76761, 1.66276, 1.30517], [-3.67429, 1.16276, -1.05383], [-1.08249, 5.61306, -2.77393], [6.05671, 2.50506, 3.26017], [-0.99439, 0.29106, -2.82303], [6.40441, 1.65546, 2.67837], [3.73881, -2.24534, 1.17697], [-5.79269, 1.89896, -0.16813], [5.94441, 2.60886, 0.79007], [-2.92699, -4.32444, 1.09317], [-2.15209, -2.40484, 0.58827], [-2.32799, -4.38014, -0.97173], [-1.65489, 0.10946, -2.06273], [5.33841, -3.14664, 2.30147], [-6.84269, 2.10226, -0.31283], [6.14051, 0.83406, 0.69947], [-2.50379, -1.99804, 1.53987], [-1.08689, -2.63264, 0.66297], [0.09951, -1.77074, -1.42473], [4.89981, -3.20844, 1.30937], [-3.23099, -0.90644, -0.41053], [0.31141, 2.13916, -1.23703], [1.56671, 0.45406, 1.65467], [-1.29609, -4.65414, -0.76983], [-2.01959, 1.23316, 0.34547], [-5.03399, 1.43376, -1.22833], [-0.14469, 4.47906, -0.23123], [-2.90659, 0.81776, -2.26013], [1.45831, 4.41686, -2.38493], [-3.08109, 1.38436, 0.19627], [-0.42079, 2.87946, -3.59393], [-5.46639, 1.27646, -2.20263], [-2.88419, -5.28574, -1.18813], [5.66741, -2.99384, 0.57107], [3.30991, -2.28664, 0.16747], [7.48391, 1.72176, 2.56327], [-0.36879, 4.04436, -2.07173], [2.95751, -2.47214, 1.90797], [-2.08529, 3.36646, -1.59963], [-2.35089, -3.75114, -1.85733], [-3.84549, 1.86886, 1.24297], [-5.78609, 2.51346, 1.88327], [-5.19849, 2.12246, 1.06507], [3.47341, 0.37906, 0.90527], [-2.32679, -1.37184, -0.40923], [-3.97349, -3.40164, 0.02017], [-1.41479, -0.92664, -1.24683]],
  "lowdin_charge": [-0.221, 0.439, 0.186, 0.087, -0.293, 0.081, 0.414, -0.316, 0.114, -0.228, -0.200, -0.316, 0.088, 0.143, -0.053, -0.287, -0.042, 0.132, 0.117, -0.196, -0.103, 0.119, 0.086, 0.115, 0.115, 0.134, 0.086, 0.743, -0.053, 0.146, -0.526, 0.454, 0.071, 0.108, 0.010, -0.356, -0.387, -0.343, -0.056, -0.359, 0.128, 0.081, 0.085, 0.087, 0.091, 1.517, 0.118, -0.319, 0.064, -0.047, 0.115, -0.045, 0.008, 0.056, 0.115, -0.707],
  "relative_energy_kcal_mol": 77.3,
  "orbital_gap_ev": [6.31, 6.30],
  "mol_weight_g_mol": 746.20,
  "lumo_energy_ev": [-6.22, -6.23],
  "spin_multiplicity": 1,
  "total_charge": 1,
  "homo_energy_ev": [-12.529, -12.529]
}